Molecular formula: C22H60N10O23
Method: DFT, ωB97M-V/def2-TZVPD

```
! RIJCOSX wB97M-V def2-TZVPD def2/J DEFGRID3
* xyz 0 1
C 1.0212 1.1831 4.7574
N 1.6175 0.4240 3.6179
O 1.7865 -0.7611 3.8566
O 2.0218 1.0912 2.6491
H 0.2615 0.4884 5.1157
H 0.5637 2.1049 4.3984
H 1.8725 1.2152 5.4374
C 4.4056 0.6207 0.0275
N 5.9171 0.6217 -0.0007
O 6.4772 0.0345 0.9293
O 6.4798 1.2253 -0.8885
H 4.0793 -0.4156 -0.0604
H 3.9886 1.3099 -0.7068
H 4.1603 0.9132 1.0485
C 2.5847 3.9742 -4.0925
N 1.4318 3.7267 -3.2487
O 1.7016 2.9997 -2.2709
O 0.3679 4.2122 -3.4735
H 2.4789 3.3413 -4.9736
H 3.5659 3.8650 -3.6305
H 2.5319 5.0276 -4.3677
C -0.9754 3.4037 -6.6302
N -0.3157 2.1308 -6.1068
O 0.8559 1.9272 -6.4417
O -0.9669 1.4697 -5.3383
H -2.0619 3.3967 -6.5428
H -0.7933 3.4346 -7.7045
H -0.4013 4.2707 -6.3035
C -2.3100 3.1436 -2.5587
N -3.6960 2.7894 -2.1349
O -4.4857 3.6720 -2.1303
O -3.8674 1.6115 -1.7515
H -1.9392 2.4525 -3.3157
H -1.6581 2.9885 -1.6990
H -2.2197 4.1747 -2.9003
C 1.2397 3.6023 0.7084
N 2.1661 4.7602 0.8217
O 3.3340 4.5531 0.5543
O 1.6726 5.7589 1.2936
H 0.5633 3.8817 -0.0994
H 0.7706 3.4420 1.6792
H 1.6750 2.6282 0.4851
C 0.0690 -1.3575 -6.9254
N 1.5012 -1.9339 -7.2179
O 1.6536 -2.5021 -8.2418
O 2.3064 -1.9368 -6.3094
H 0.0433 -0.6295 -6.1146
H -0.5146 -2.2689 -6.7958
H -0.4109 -0.9058 -7.7936
C -0.6855 -4.6875 -0.8947
N -1.8666 -5.5899 -1.0266
O -1.7596 -6.5653 -1.7563
O -2.8442 -5.2158 -0.4280
H -0.0625 -4.8215 -1.7790
H -0.1080 -4.8397 0.0171
H -1.0579 -3.6631 -0.8806
C 0.4251 -3.6424 4.6697
N -0.5038 -3.6121 3.4767
O -0.6326 -4.6625 2.9051
O -1.1215 -2.6095 3.1233
H -0.0185 -4.3854 5.3326
H 0.6647 -2.6760 5.1133
H 1.3415 -4.0838 4.2779
C -4.3453 -2.4448 2.3767
N -5.5527 -2.8328 1.6247
O -6.3633 -3.4351 2.3156
O -5.6312 -2.6877 0.4357
H -3.6392 -2.0391 1.6521
H -3.8595 -3.2598 2.9132
H -4.6012 -1.6611 3.0898
C -2.5284 1.0056 5.6487
C -4.0591 0.7760 5.5400
O -4.7531 1.7749 6.3129
C -4.5591 3.1421 6.0399
C -5.7429 3.7756 6.7635
H -2.1057 0.3460 4.8909
H -2.2998 2.0614 5.5037
H -2.2323 0.6831 6.6469
H -4.4208 0.7536 4.5120
H -4.3597 -0.1678 5.9951
H -3.6584 3.6619 6.3662
H -4.7914 3.3033 4.9872
H -5.6032 3.6499 7.8372
H -6.7534 3.4383 6.5333
H -5.7519 4.8571 6.6273
C 2.1739 -2.5460 1.0566
C 3.1561 -3.4247 0.3362
O 4.2075 -2.6477 -0.3659
C 4.4199 -3.2220 -1.6874
C 5.8457 -2.7589 -2.1841
H 2.5877 -1.6668 1.5504
H 1.4880 -2.0438 0.3743
H 1.6373 -3.0543 1.8577
H 3.5365 -4.0694 1.1285
H 2.5583 -4.0418 -0.3346
H 4.4108 -4.3120 -1.6914
H 3.7334 -2.8873 -2.4650
H 6.0500 -3.2361 -3.1426
H 6.5744 -3.2324 -1.5261
H 5.9239 -1.6722 -2.2170
C 1.2229 -0.5043 -3.0489
C -0.1317 -0.3344 -2.3507
O 0.0662 -0.2040 -0.9107
C -1.1639 -0.2232 -0.2208
C -0.8043 0.0664 1.2427
H 1.5861 -1.4936 -2.7705
H 1.0760 -0.3596 -4.1192
H 2.0448 0.0595 -2.6078
H -0.6221 0.5845 -2.6721
H -0.7285 -1.2110 -2.6026
H -1.8741 0.5080 -0.6069
H -1.6469 -1.1854 -0.3908
H -1.6036 -0.0814 1.9689
H -0.3416 1.0432 1.3839
H -0.0918 -0.6551 1.6427
*
```

Summary:
* LUMO energy: -0.0341 Ha
* E_tot: -85748.95325 eV
* HOMO level: -9.988 eV
* strongest force on any atom: 0.0863 hartree/bohr
* gap between HOMO and LUMO: 9.1 eV



Molecular formula: C22H60O10
Method: DFT, ωB97M-V/def2-TZVPD

```
! RIJCOSX wB97M-V def2-TZVPD def2/J DEFGRID3
* xyz 0 1
C 3.2311 2.1597 -3.0714
C 1.8241 1.6051 -3.1863
C 1.8277 0.1112 -3.4839
O 1.0893 1.7866 -1.9473
H 3.8314 1.7170 -2.2792
H 3.1970 3.2491 -2.9646
H 3.7545 1.9662 -4.0124
H 1.2863 2.0929 -4.0051
H 2.3500 -0.0612 -4.4216
H 0.8124 -0.2814 -3.4993
H 2.3919 -0.4089 -2.7013
H 1.2839 2.6754 -1.6243
C 1.3940 0.3647 5.1240
C 1.9064 0.3305 3.7148
C 2.6168 -0.9917 3.4128
O 0.7744 0.4453 2.8307
H 2.2004 0.4642 5.8516
H 0.8189 -0.5404 5.3410
H 0.6918 1.1825 5.3155
H 2.6250 1.1370 3.5168
H 3.4994 -1.1381 4.0388
H 2.9155 -0.9925 2.3615
H 1.9376 -1.8245 3.6040
H 1.1052 0.2465 1.9369
C -1.2233 -0.2203 -5.9730
C -1.3722 -1.7164 -6.0766
C -0.3781 -2.4407 -5.1748
O -2.7054 -2.0758 -5.7224
H -0.1876 0.1247 -5.9562
H -1.6335 0.0865 -5.0011
H -1.8279 0.2720 -6.7316
H -1.2342 -2.0423 -7.1082
H -0.6049 -2.2822 -4.1226
H 0.6483 -2.1421 -5.4338
H -0.3605 -3.5128 -5.3887
H -2.7881 -2.0853 -4.7562
C -2.3071 2.7682 1.5160
C -2.1568 2.7067 3.0230
C -3.3422 3.2542 3.7391
O -2.0013 1.3380 3.4398
H -2.4235 3.7800 1.1197
H -3.1915 2.1950 1.2260
H -1.4310 2.3342 1.0263
H -1.2597 3.2459 3.3560
H -3.1243 3.4398 4.7910
H -4.1883 2.5664 3.6808
H -3.6702 4.2005 3.3016
H -1.0864 1.0709 3.2809
C -1.4335 -1.9660 3.6565
C -2.8655 -2.2774 3.2200
C -2.9733 -3.3367 2.1669
O -3.6497 -2.6813 4.3447
H -0.9795 -2.8473 4.1289
H -1.4450 -1.1696 4.3988
H -0.7892 -1.6876 2.8221
H -3.2501 -1.3153 2.8468
H -2.7671 -4.3146 2.6091
H -2.3829 -3.1440 1.2756
H -4.0144 -3.4099 1.8300
H -4.0666 -1.9087 4.7320
C 5.2998 0.1053 0.5398
C 6.3059 0.7746 1.4728
C 5.7491 0.9913 2.8582
O 7.4925 -0.0819 1.6121
H 5.6065 0.2367 -0.5050
H 4.3265 0.5949 0.6075
H 5.2800 -0.9617 0.7561
H 6.7322 1.6791 1.0285
H 5.2021 1.9400 2.8916
H 6.5560 0.9970 3.5862
H 5.0240 0.2274 3.1342
H 7.4714 -0.8011 0.9761
O -3.2191 -1.5036 -2.9879
C -4.5567 -0.9714 -3.0284
C -4.5445 0.5230 -3.2174
O -4.2058 1.2142 -2.0441
H -2.7055 -1.0394 -2.3144
H -5.0234 -1.4164 -3.9059
H -5.0510 -1.2136 -2.0852
H -5.5323 0.8687 -3.5266
H -3.8575 0.7628 -4.0401
H -3.3105 0.9458 -1.7943
O 1.1002 -0.0273 0.1179
C 0.1250 -1.0329 -0.2226
C -1.2591 -0.4297 -0.2015
O -1.5346 0.3177 -1.3735
H 1.3117 0.5066 -0.6713
H 0.3693 -1.4397 -1.2070
H 0.2027 -1.8264 0.5228
H -1.3800 0.1765 0.7047
H -2.0333 -1.1970 -0.1056
H -0.8401 0.9783 -1.5160
*
```

Summary:
* LUMO energy: 0.0021 Ha
* E_tot: -44261.71698 eV
* energy above the lowest of the compared OMol25 structures with the same formula, charge and spin: 0.0 kcal/mol
* SMILES string: CC(C)O.CC(C)O.CC(C)O.CC(C)O.CC(C)O.CC(C)O.OCCO.OCCO
* HOMO level: -9.761 eV
* strongest force on any atom: 0.0319 hartree/bohr
* gap between HOMO and LUMO: 9.8 eV



Molecular formula: C22H60O8
Method: DFT, ωB97M-V/def2-TZVPD

```
! RIJCOSX wB97M-V def2-TZVPD def2/J DEFGRID3
* xyz 0 1
C 3.9470 -2.3055 -3.1241
C 3.8538 -3.5957 -2.2596
C 5.1175 -4.4218 -2.2578
O 3.5668 -3.2636 -0.8696
H 4.7563 -1.6635 -2.7915
H 3.0084 -1.7825 -2.9232
H 3.9571 -2.4723 -4.1959
H 3.0309 -4.1954 -2.6948
H 4.8179 -5.2145 -1.5783
H 5.9758 -3.8402 -1.9320
H 5.2969 -4.8147 -3.2719
H 2.6385 -3.0055 -0.8371
C -4.7990 1.4009 -0.7295
C -3.9151 0.5377 0.1478
C -4.3381 0.7214 1.5962
O -3.9535 -0.7762 -0.2936
H -5.8468 1.1285 -0.7116
H -4.4819 1.2197 -1.7736
H -4.5810 2.4496 -0.4257
H -2.8961 0.9147 -0.0588
H -3.6834 0.1011 2.2296
H -5.3714 0.3133 1.6306
H -4.2576 1.7718 1.8621
H -3.5081 -1.3870 0.3320
C -1.0253 -0.6563 -3.3043
C -1.3409 0.8091 -3.4246
C -0.1256 1.6132 -3.8726
O -2.4060 0.9238 -4.3934
H -0.3013 -0.8045 -2.5304
H -0.6195 -0.9626 -4.2733
H -1.9085 -1.2563 -3.1061
H -1.6088 1.2417 -2.4482
H 0.6578 1.4955 -3.0849
H -0.3703 2.6742 -3.9382
H 0.2201 1.2398 -4.8399
H -2.5602 1.8784 -4.5645
C -1.1971 3.4650 2.4352
C -0.8870 4.3481 1.2710
C -1.9496 4.3580 0.1851
O -0.7418 5.6778 1.7147
H -2.1077 3.7124 2.9876
H -0.3904 3.5441 3.1821
H -1.2641 2.4193 2.1162
H 0.0071 4.0318 0.7454
H -2.2726 3.3220 -0.0031
H -1.4929 4.7664 -0.7295
H -2.8039 4.9563 0.5339
H -0.8979 6.2841 0.9752
C 4.5497 0.2244 0.3243
C 4.9004 1.1322 -0.8504
C 3.7381 1.4394 -1.7257
O 5.4518 2.3923 -0.2767
H 4.1717 -0.7311 0.0139
H 3.7263 0.7018 0.8864
H 5.4042 0.1209 1.0112
H 5.7221 0.7077 -1.3638
H 3.0637 2.0068 -1.0956
H 3.1832 0.5764 -2.0236
H 4.0787 1.9228 -2.6202
H 5.3801 3.0916 -0.9252
C 0.2395 0.9123 0.1169
C -0.1650 -0.4862 0.5464
C 0.9994 -1.4835 0.4298
O -0.6883 -0.5505 1.8987
H -0.5773 1.6335 0.0573
H 0.5742 0.8954 -0.9069
H 0.9949 1.3329 0.7396
H -1.0069 -0.8415 -0.0803
H 1.7672 -1.2782 1.1556
H 1.4522 -1.4657 -0.5776
H 0.5518 -2.4725 0.6038
H -0.0300 -0.0710 2.4238
C -4.2722 -4.1287 1.7958
C -3.2737 -3.1910 2.4087
C -2.3604 -3.8770 3.3574
O -2.4899 -2.4876 1.3843
H -4.7826 -4.6134 2.6223
H -3.6758 -4.9261 1.3737
H -4.8818 -3.5707 1.1042
H -3.8212 -2.4020 2.9212
H -1.6809 -4.5194 2.7983
H -2.9693 -4.4906 4.0406
H -1.7436 -3.2287 3.9656
H -2.0137 -1.7827 1.8229
C 1.3521 1.2035 4.6289
O 1.7925 0.6489 3.3612
H 1.4495 2.2911 4.6372
H 0.3124 0.9566 4.7060
H 1.9117 0.7646 5.4388
H 2.7170 0.7412 3.1679
*
```

Summary:
* LUMO energy: 0.0183 Ha
* E_tot: -40166.01133 eV
* energy above the lowest of the compared OMol25 structures with the same formula, charge and spin: 15.1 kcal/mol
* SMILES string: CC(C)O.CC(C)O.CC(C)O.CC(C)O.CC(C)O.CC(C)O.CC(C)O.CO
* HOMO level: -9.526 eV
* strongest force on any atom: 0.0391 hartree/bohr
* gap between HOMO and LUMO: 10.0 eV



Molecular formula: C22H62ClN4O11
Method: DFT, ωB97M-V/def2-TZVPD

```
! RIJCOSX wB97M-V def2-TZVPD def2/J DEFGRID3
* xyz -1 1
Cl -0.3270 -0.1740 -0.0666
O 0.4152 0.1855 -1.2685
O -0.4343 -1.6105 -0.0061
O 0.4021 0.3098 1.0926
O -1.6238 0.4510 -0.0799
C 0.1840 -3.1068 -3.3102
C 0.9616 -2.3347 -4.3636
C 1.0187 -3.1553 -5.6314
O 2.0321 -2.7082 -6.5315
C 3.2647 -3.3201 -6.3114
N 0.2353 -1.0811 -4.6041
H 0.0499 -2.5226 -2.3981
H 0.7271 -4.0021 -2.9826
H -0.7866 -3.4288 -3.6911
H 1.9882 -2.1334 -4.0324
H 0.0637 -3.1041 -6.1539
H 1.2302 -4.1990 -5.3604
H 3.6879 -3.0775 -5.3274
H 3.9710 -2.9654 -7.0657
H 3.2018 -4.4132 -6.4173
H 0.8301 -0.4306 -5.1102
H 0.0467 -0.6024 -3.7263
C 5.5860 -5.2800 2.7265
C 5.3451 -4.1431 3.6865
C 3.9205 -3.6573 3.6296
O 3.6953 -3.0680 2.3761
C 2.3796 -2.5892 2.2361
N 5.6270 -4.6019 5.0618
H 4.9926 -6.1437 3.0311
H 6.6413 -5.5365 2.6277
H 5.2544 -5.0053 1.7197
H 6.0224 -3.3157 3.4424
H 3.7750 -2.9016 4.4205
H 3.2503 -4.5070 3.8326
H 2.2611 -2.1338 1.2625
H 2.0684 -1.8557 2.9949
H 1.6487 -3.4037 2.3595
H 5.2190 -3.9738 5.7442
H 6.6204 -4.6345 5.2451
C -4.8533 6.3705 2.6954
C -4.4734 5.5876 1.4527
C -5.4716 4.4615 1.2422
O -5.0899 3.5701 0.2202
C -4.1337 2.6221 0.6813
N -4.4661 6.5130 0.3014
H -5.0584 5.7362 3.5583
H -5.7235 7.0084 2.5214
H -4.0284 7.0310 2.9763
H -3.4666 5.1849 1.5610
H -6.4315 4.8920 0.9353
H -5.6557 3.9105 2.1798
H -3.2740 3.0967 1.1643
H -3.7417 2.0987 -0.1871
H -4.6294 1.9284 1.3647
H -5.3269 7.0549 0.3230
H -4.5443 5.9665 -0.5542
C -0.3125 5.0186 2.9850
C 0.0421 3.6274 3.4940
C -1.2172 2.7889 3.7574
O -2.2197 3.5619 4.4001
C -3.2735 2.7785 4.8881
N 0.9099 2.9787 2.5082
H -0.8394 4.9765 2.0271
H 0.6036 5.5995 2.8537
H -0.9503 5.5853 3.6651
H 0.6169 3.7232 4.4185
H -0.9367 1.9298 4.3867
H -1.5820 2.3837 2.8018
H -3.9459 2.4531 4.0920
H -3.8343 3.3791 5.6098
H -2.8932 1.9105 5.4439
H 0.4848 3.0171 1.5875
H 0.9599 1.9873 2.7236
C -3.4367 -3.4577 -0.8123
C -3.4836 -4.7490 -1.6014
O -3.5965 -4.4508 -2.9887
H -4.2154 -2.7683 -1.1484
H -2.4629 -2.9911 -0.9251
H -3.6957 -3.6606 0.2281
H -4.2895 -5.4109 -1.2549
H -2.5517 -5.3024 -1.4124
H -3.4693 -5.2641 -3.4840
C -0.1825 2.4417 -3.9513
C 1.1836 3.0259 -3.6478
O 2.0608 2.0346 -3.1064
H -0.6487 2.1197 -3.0202
H -0.0814 1.6300 -4.6644
H -0.8326 3.2245 -4.3575
H 1.0799 3.8497 -2.9323
H 1.6932 3.3784 -4.5431
H 1.7250 1.7603 -2.2434
C 3.0689 -2.2580 -1.3338
C 3.4784 -0.8009 -1.4887
O 3.3055 -0.0972 -0.2569
H 1.9984 -2.3432 -1.1535
H 3.6400 -2.6640 -0.4972
H 3.3137 -2.7820 -2.2629
H 2.8544 -0.3292 -2.2572
H 4.5117 -0.6647 -1.8094
H 2.3431 -0.0286 -0.2042
*
```

Summary:
* LUMO energy: 0.0946 Ha
* E_tot: -64817.88358 eV
* energy above the lowest of the compared OMol25 structures with the same formula, charge and spin: 0.0 kcal/mol
* HOMO level: -6.670 eV
* strongest force on any atom: 0.0194 hartree/bohr
* gap between HOMO and LUMO: 9.2 eV